45
Properties=species:S:1:pos:R:3:forces:R:3:mulliken_charge:R:1 method="wB97M-V/def2-TZVPD" e_tot_ev=-42796.38536 charge=0 homo_ha=-0.2831 e_above_lowest_kcal_mol=95.1 smiles=CCC(O)(CC)c1ccc2cc(-c3n[nH]c4cc(C(F)F)sc34)[nH]c2c1 e_lumo_ev=0.5 orbital_gap_ev=8.19
C 3.167436 -2.793195 -4.682300 0.39 1.18 2.50 -1.23
C 2.131729 -1.918133 -3.888970 1.94 -0.75 1.24 -0.70
C 1.272305 -2.650728 -2.795777 0.61 -0.52 -0.25 1.95
O 0.237487 -3.337291 -3.488613 -0.82 -0.17 -0.26 -0.62
C 1.978237 -3.795806 -1.950523 0.07 0.05 1.12 -1.31
C 3.431026 -3.493918 -1.341267 -1.35 -0.30 -0.11 -1.28
C 0.624253 -1.556518 -1.991106 -0.49 0.67 0.74 -0.12
C -0.267474 -0.663463 -2.696411 1.36 -0.93 -1.08 -0.82
C -0.806589 0.368379 -2.058485 -1.17 1.19 0.33 -0.91
C -0.638874 0.538400 -0.722132 0.84 1.40 2.82 0.85
C -1.299042 1.404852 0.199195 -1.23 1.44 0.86 -0.99
C -0.856240 1.074617 1.501740 -0.29 -1.13 -3.26 0.04
C -1.341024 1.470741 2.759025 -1.69 1.55 4.01 0.95
N -1.171078 0.812102 3.907612 1.74 -1.54 -0.14 -0.76
N -1.622644 1.515700 4.955040 -1.59 2.13 -2.24 0.10
C -2.260083 2.664565 4.474129 0.36 -2.40 1.85 -0.43
C -2.987880 3.760916 5.002995 1.68 -1.66 1.38 -0.72
C -3.125917 4.605632 4.005403 -0.53 1.80 -2.33 0.03
C -3.615821 5.965944 4.309933 -2.71 -2.85 0.50 0.35
F -3.752986 6.655808 3.171546 0.62 1.43 0.14 -0.24
F -2.809012 6.374489 5.283766 1.45 2.53 0.43 -0.24
S -2.518651 4.161737 2.351751 -0.85 -0.89 2.66 -0.22
C -2.102752 2.632155 3.149757 1.20 0.83 -3.85 0.85
N 0.048274 0.039036 1.347224 0.86 0.49 -0.73 -0.15
C 0.288855 -0.200914 0.021021 -2.21 -1.74 -1.29 -0.50
C 0.821706 -1.349410 -0.630349 1.78 0.66 0.87 -0.12
H 3.131453 -3.821859 -4.348597 -0.06 -0.31 -0.30 0.26
H 4.191961 -2.380112 -4.383153 -1.23 -0.73 -1.16 0.24
H 2.845750 -2.655252 -5.679074 0.66 -0.35 -1.35 0.43
H 2.765030 -1.153927 -3.385056 -0.80 -0.19 -0.14 0.32
H 1.522792 -1.422302 -4.626018 -0.62 0.19 0.22 0.42
H -0.598076 -3.047128 -3.094766 0.15 -0.27 -0.24 0.47
H 1.819276 -4.799260 -2.477771 0.94 1.57 0.21 0.49
H 1.384725 -4.003497 -1.040600 -0.37 0.54 -0.51 0.48
H 3.559393 -3.838776 -0.260859 -0.24 0.43 -1.57 0.32
H 3.701039 -2.438427 -1.439515 -0.31 0.00 0.30 0.35
H 4.107563 -3.988175 -1.993399 1.04 -0.65 -0.19 0.38
H -0.439336 -0.651226 -3.774778 0.29 -0.78 0.27 0.31
H -1.463768 1.108574 -2.437929 -0.56 0.26 -1.28 0.44
H -2.103884 2.186509 -0.103687 1.60 -1.52 0.86 0.19
H -1.609578 1.242950 5.906118 0.26 -0.88 0.41 0.18
H -3.077767 3.913415 6.089447 -0.45 0.26 -0.83 0.33
H -4.598276 5.879672 4.838468 0.25 0.46 -0.86 0.17
H 0.444523 -0.571002 2.015701 0.12 -0.03 1.18 0.23
H 1.591938 -1.845870 0.001266 -0.69 -0.46 -0.95 0.25

---

43
Properties=species:S:1:pos:R:3:forces:R:3:mulliken_charge:R:1 method="wB97M-V/def2-TZVPD" e_tot_ev=-32918.89711 charge=+1 homo_ha=-0.4632 e_lumo_ev=-5.8 orbital_gap_ev=6.80
C -5.197810 1.186878 -0.204720 0.51 0.08 -0.10 -1.42
C -3.710626 1.297040 -0.546459 -0.04 -1.09 -0.35 0.04
C -3.151669 2.672504 -0.325936 -0.02 0.22 0.32 -0.84
C -1.709395 2.778725 -0.761698 -1.41 1.02 -0.90 -0.58
O -0.920770 1.771758 -0.048407 3.85 0.28 -1.25 -0.12
C 0.366535 1.862871 -0.365388 -1.49 -0.24 1.17 0.12
C 1.403389 1.023819 0.241405 0.06 -0.75 2.12 -0.72
H -5.548609 0.163762 -0.367583 -0.05 0.22 0.16 0.38
H -5.318549 1.474300 0.841730 -0.30 -0.15 -0.04 0.34
H -5.782462 1.866221 -0.829419 -0.04 -0.07 0.09 0.36
H -3.138428 0.566965 0.050533 -0.22 0.20 -0.05 0.12
H -3.527921 0.996805 -1.588406 -0.16 0.07 0.02 0.27
H -3.755649 3.417062 -0.869819 0.38 -0.11 0.08 0.39
H -3.234646 2.912260 0.734224 0.04 0.22 0.11 0.35
H -1.647777 2.557465 -1.840065 0.18 -0.07 0.41 0.41
H -1.333620 3.805390 -0.589142 0.23 -0.70 0.20 0.47
H 0.641568 2.784070 -0.962872 -0.23 -1.25 0.40 0.43
H 2.277122 1.749583 0.415673 -1.06 -1.39 -0.12 0.32
H 0.995924 0.489334 1.172287 0.29 1.72 -0.82 0.34
F 2.885774 -2.411363 4.217276 0.67 0.13 -1.50 -0.29
C 3.410909 -2.017495 3.001939 -0.27 0.24 1.17 0.44
C 4.751065 -1.613290 2.975399 -0.67 0.04 -1.03 -0.81
C 5.190773 -1.124874 1.734011 1.16 0.52 0.67 0.42
F 6.499866 -0.670986 1.666479 -1.69 -0.78 -0.10 -0.30
C 4.358245 -0.913821 0.639964 -0.37 0.32 0.39 -0.82
C 2.976775 -1.162957 0.800739 0.03 0.07 0.17 0.48
C 2.049392 -0.557255 -0.237355 0.18 0.84 -1.04 0.14
C 0.874714 -1.313655 -0.789324 -0.08 -0.31 -0.21 0.71
C 0.638222 -1.132481 -2.167170 -0.90 0.00 0.30 -0.83
C -0.627085 -1.467668 -2.650966 -0.39 0.67 -0.89 0.38
F -0.953441 -1.075664 -3.939549 0.49 -0.72 1.51 -0.32
C -1.651342 -1.996368 -1.857317 0.23 0.09 -0.02 -0.62
C -1.303611 -2.263509 -0.539405 -0.70 0.29 1.17 0.33
F -2.315310 -2.585899 0.348077 1.19 -0.05 -1.18 -0.35
C -0.045398 -1.996321 0.026970 -0.47 0.68 -0.86 -0.71
C 2.516344 -1.852415 1.943283 0.27 0.72 -0.04 -0.71
H 5.373069 -1.597134 3.867981 -0.10 -0.19 -0.32 0.49
H 4.759828 -0.463130 -0.275889 -0.17 -0.13 0.51 0.43
H 2.650362 -0.149448 -1.042716 0.22 -0.65 -0.29 0.60
H 1.357343 -0.626349 -2.818362 -0.30 -0.22 0.24 0.43
H -2.687293 -2.093293 -2.220580 0.75 -0.07 0.20 0.51
H 0.117628 -2.159622 1.090915 -0.43 0.08 -0.59 0.37
H 1.466562 -2.131797 2.069641 0.83 0.22 0.28 0.38

---

47
Properties=species:S:1:pos:R:3:forces:R:3:mulliken_charge:R:1 method="wB97M-V/def2-TZVPD" e_tot_ev=-49514.98531 charge=-1 homo_ha=-0.1496 e_above_lowest_kcal_mol=0.0 e_lumo_ev=2.8 orbital_gap_ev=6.85
Mg 1.796251 -0.039400 -0.936096 0.79 0.57 0.57 0.82
C 5.946851 0.689200 -0.637296 -0.39 0.07 -0.08 -1.32
C 4.477151 1.077400 -0.738896 0.46 0.24 -0.01 0.92
O 3.667251 0.140900 -1.015596 1.20 -0.48 -0.04 -0.45
C 4.094551 2.375200 -0.475596 0.52 -0.02 0.03 -1.17
C 2.734751 2.747400 -0.382796 -0.78 0.39 0.07 1.11
C 2.355651 4.078500 0.219504 0.07 -0.19 -0.06 -1.24
N 1.791651 1.927300 -0.732396 0.82 0.32 0.10 0.02
N 0.496551 2.290700 -0.521496 -1.12 0.89 -0.13 -0.72
C -0.207349 1.294800 -0.062396 0.29 0.64 0.39 0.84
O 0.285851 0.170100 0.312704 -0.46 -0.49 0.15 -1.07
C -1.658549 1.572100 0.081904 -0.48 0.03 0.17 0.09
C -2.182049 2.822300 -0.252796 0.11 -0.05 0.00 -0.30
C -3.532049 3.079600 -0.122496 -0.11 0.07 -0.07 -0.61
C -4.393149 2.090500 0.327404 -0.06 -0.03 0.08 -0.37
C -3.880149 0.854300 0.681504 -0.21 -0.04 0.00 -0.71
C -2.525949 0.598600 0.569604 0.41 0.05 -0.04 -0.32
H 6.111251 0.218500 0.331304 0.05 -0.10 0.06 0.27
H 6.603051 1.549800 -0.722696 0.08 0.12 0.01 0.34
H 6.184751 -0.037300 -1.411496 0.00 -0.04 -0.04 0.33
H 4.840651 3.104200 -0.192996 0.06 0.00 -0.04 0.21
H 3.231751 4.629700 0.548704 0.10 0.03 0.00 0.36
H 1.695851 3.894000 1.066904 -0.03 0.12 0.02 0.29
H 1.796451 4.671000 -0.502796 -0.08 0.04 -0.01 0.27
H -1.504449 3.582200 -0.608196 0.07 0.03 -0.05 0.45
H -3.926149 4.053900 -0.379996 0.01 0.06 -0.04 0.37
H -5.452849 2.289000 0.411604 -0.08 0.00 0.02 0.37
H -4.543149 0.081100 1.043304 -0.07 -0.09 0.06 0.40
H -2.113649 -0.356700 0.854204 0.05 -0.06 0.02 0.71
C -3.196849 -4.093700 2.165804 0.05 0.02 -0.06 -1.56
C -2.236949 -3.572500 1.134604 0.04 0.01 0.02 1.26
C -2.657649 -2.839700 0.033404 0.10 -0.04 -0.10 -0.87
C -1.744349 -2.348100 -0.890596 0.03 0.07 -0.18 -0.51
C -0.396949 -2.581000 -0.710296 0.28 0.08 -0.23 0.44
C 0.035651 -3.326200 0.371704 0.14 -0.09 0.13 -0.55
C -0.875349 -3.816600 1.286304 -0.01 0.06 -0.15 -0.80
S 0.874851 -2.065700 -1.871496 -1.57 -2.83 -1.56 1.53
O 0.855351 -3.060100 -2.920596 0.03 0.22 0.27 -0.78
O 0.571851 -0.711900 -2.361396 -0.04 0.11 0.09 -0.86
O 2.093351 -2.057000 -1.064296 0.12 0.33 0.26 -0.74
H -4.209649 -3.746800 1.982004 -0.12 0.01 -0.03 0.35
H -2.895649 -3.756500 3.156204 -0.04 -0.01 0.11 0.34
H -3.196249 -5.183800 2.170604 -0.06 -0.06 0.04 0.37
H -3.708449 -2.632300 -0.111096 -0.13 0.02 0.04 0.28
H -2.075949 -1.763200 -1.735896 -0.06 0.07 -0.05 0.37
H 1.095551 -3.499800 0.483004 0.02 -0.03 0.11 0.49
H -0.523349 -4.394000 2.129404 0.02 -0.05 0.13 0.37